Density functional theory data (wB97M-V/def2-TZVPD) for a single C4H6O molecule in a non-equilibrium geometry.

Element x y z (Å)
C -1.2117 -0.4774 -0.6050
C 0.1305 -0.9797 0.1650
C 0.8207 0.2534 0.4103
C 1.2792 1.4591 0.4374
O 0.6262 -2.0715 -0.2578
H -0.1482 -0.9257 1.3310
H -1.8771 -1.3344 -0.5316
H -0.9443 -0.2986 -1.6440
H -1.6750 0.4107 -0.1765
H 1.9089 1.8109 1.2522
H 1.0909 2.1531 -0.3808

Total energy, hartree: -231.0601
Energy above the lowest of the compared OMol25 structures with the same formula, charge and spin, kJ/mol: 429.6
Maximum force, eV/A: 1.4
Kohn-Sham gap (spin up / spin down), hartree: 0.2740 / 0.2736